Density functional theory data (the ωB97M-V functional and the def2-TZVPD basis) for 5 unconnected molecules or ions with the total composition C30H59N4O11PS2Si in a non-equilibrium geometry.

## Properties
Electronic energy in hartree: -3652.27266
Charge: 0
E_HOMO in eV: -8.753
Gap between HOMO and LUMO in eV: 7.87
Lowest unoccupied orbital energy in Eh: -0.032

```
108
C30H59N4O11PS2Si the ωB97M-V functional and the def2-TZVPD basis
C 1.94 2.98 1.04
C 1.09 1.64 0.93
C 0.56 1.16 2.34
C 1.99 0.52 0.25
C 1.66 0.27 -1.26
C 1.48 1.59 -2.10
C 0.40 -0.65 -1.51
O -0.05 -1.37 -0.34
Si -1.72 -1.59 -0.30
C -2.17 -2.23 1.45
C -3.30 -1.41 2.17
C -4.68 -1.37 1.39
S -5.18 0.39 1.21
C -6.02 0.62 -0.36
S -5.71 -0.21 -1.74
N -7.03 1.66 -0.37
C -6.79 2.76 0.41
C -7.96 3.57 0.18
N -8.79 2.88 -0.69
C -8.23 1.72 -1.06
O -2.57 -0.11 -0.66
N -2.10 0.92 0.11
O -2.57 1.95 -0.22
P -2.49 -3.10 -1.75
N -1.80 -3.07 -3.18
H 2.89 2.80 1.61
H 2.11 3.38 0.02
H 1.33 3.70 1.65
H 0.23 1.88 0.27
H 0.95 0.14 2.56
H -0.55 1.05 2.25
H 0.83 1.90 3.13
H 2.03 -0.43 0.82
H 3.04 0.93 0.27
H 2.55 -0.24 -1.71
H 0.53 2.13 -1.85
H 1.45 1.36 -3.20
H 2.32 2.30 -1.91
H -0.39 -0.05 -2.02
H 0.72 -1.43 -2.26
H -1.23 -2.08 2.05
H -2.38 -3.33 1.40
H -3.01 -0.38 2.44
H -3.51 -1.94 3.14
H -4.70 -1.95 0.44
H -5.46 -1.84 2.05
H -5.95 3.03 1.06
H -8.11 4.54 0.68
H -8.64 0.94 -1.72
H -2.39 -4.36 -1.07
H -3.89 -2.84 -1.88
H -1.09 -2.34 -3.18
C -4.99 3.50 -2.81
C -5.84 3.04 -3.98
O -5.79 3.99 -5.05
C -4.83 4.01 -5.99
C -3.58 3.19 -5.78
O -4.94 4.73 -6.95
H -3.94 3.58 -3.08
H -5.08 2.80 -1.97
H -5.31 4.49 -2.47
H -5.57 2.04 -4.32
H -6.88 2.99 -3.66
H -2.81 3.82 -5.32
H -3.22 2.85 -6.75
H -3.73 2.30 -5.17
C 5.10 -2.75 -4.32
C 5.84 -1.60 -3.67
O 5.48 -1.48 -2.28
C 6.06 -2.18 -1.29
C 6.93 -3.35 -1.63
O 5.82 -1.89 -0.14
H 5.36 -3.71 -3.86
H 5.33 -2.80 -5.38
H 4.02 -2.63 -4.20
H 6.92 -1.68 -3.79
H 5.53 -0.67 -4.14
H 6.33 -4.26 -1.60
H 7.73 -3.42 -0.88
H 7.43 -3.28 -2.60
C -1.84 4.36 5.83
C -1.77 3.79 4.42
O -2.21 2.42 4.40
C -3.49 2.04 4.30
C -4.58 3.06 4.50
O -3.75 0.88 4.13
H -2.86 4.37 6.21
H -1.45 5.38 5.84
H -1.25 3.75 6.51
H -2.33 4.39 3.70
H -0.74 3.78 4.09
H -4.90 3.04 5.54
H -5.42 2.79 3.86
H -4.29 4.07 4.23
C 8.98 -3.96 3.38
C 7.91 -4.58 2.50
O 8.47 -5.07 1.27
C 9.05 -6.27 1.11
C 9.39 -7.08 2.34
O 9.34 -6.65 0.01
H 9.74 -4.69 3.66
H 8.54 -3.55 4.28
H 9.49 -3.16 2.84
H 7.36 -5.37 3.01
H 7.18 -3.82 2.22
H 10.43 -6.89 2.61
H 9.28 -8.14 2.09
H 8.74 -6.89 3.19
```